# 1
A 2-piece molecular cluster, CH5NOS overall, computed with wB97M-V/def2-TZVPD.

```
9
Properties=species:S:1:pos:R:3:mulliken_charge:R:1
C -1.31 -1.30 0.33 -0.4548
N 2.05 1.26 -0.22 -0.6661
O -2.90 0.50 -0.79 -0.5229
S -1.49 0.12 -0.51 0.3901
H -0.29 -1.43 0.54 0.2753
H -2.05 -2.07 0.42 0.2904
H 2.48 1.41 0.72 0.2390
H 1.16 1.20 -0.05 0.2047
H 2.35 0.30 -0.42 0.2443
```

HOMO ... -10.006 eV
LUMO level ... -0.61 eV
Relative energy (zero: lowest compared OMol25 entry of this formula, charge and spin) ... 50.3 kcal/mol
E ... -15488.936 eV

---

# 2
A 2-piece molecular cluster, CH5NOS2 overall, computed with wB97M-V/def2-TZVPD.

```
10
Properties=species:S:1:pos:R:3:mulliken_charge:R:1
N 1.43 0.12 0.61 -0.3501
C 1.48 1.50 0.70 0.1254
O 0.47 2.17 0.76 -0.4949
H 0.55 -0.34 0.79 0.1261
H 1.83 -0.23 -0.26 0.2903
H 2.51 1.89 0.72 0.3301
S -1.35 -0.77 -1.74 -0.1452
S -1.49 -1.56 0.20 -0.1971
H -2.69 -0.74 -1.94 0.1567
H -2.74 -2.03 0.16 0.1586
```

HOMO ... -8.873 eV
LUMO level ... 0.06 eV
SMILES string ... NC=O.SS
Relative energy (zero: lowest compared OMol25 entry of this formula, charge and spin) ... 19.7 kcal/mol
E ... -26325.548 eV

---

# 3
One molecule with the formula CH5NOSi, computed with wB97M-V/def2-TZVPD.

```
9
Properties=species:S:1:pos:R:3:mulliken_spin:R:1
C 0.94 0.26 -0.60 0.8298
N -0.46 -0.64 1.60 0.5661
O 0.05 -1.63 2.12 0.5591
Si -0.69 -0.33 -0.38 0.0005
H 1.18 1.34 -0.54 0.0304
H 1.90 -0.28 -0.74 0.0308
H -0.79 -1.62 -0.93 0.0077
H -0.11 0.20 2.07 -0.0290
H -1.91 0.27 -0.52 0.0046
```

HOMO (alpha / beta) ... -7.616 / -8.691 eV
LUMO level (alpha / beta) ... 0.80 / -1.50 eV
Multiplicity ... 3
Relative energy (zero: lowest compared OMol25 entry of this formula, charge and spin) ... 27.4 kcal/mol
E ... -12528.155 eV

---

# 4
One molecule with the formula CH5NP2, computed with wB97M-V/def2-TZVPD.

```
9
Properties=species:S:1:pos:R:3:mulliken_charge:R:1
H -3.10 1.25 -0.83 0.0399
P -3.06 0.23 0.12 -0.0228
N -1.67 -0.19 -0.41 -0.0855
P -0.50 -1.36 -0.12 0.0493
C 0.97 -0.09 -0.07 -0.8536
H -0.77 -1.85 1.33 0.0199
H 0.67 0.87 0.28 0.2968
H 1.25 0.22 -1.20 0.2365
H 1.87 -0.50 0.37 0.3196
```

HOMO ... -8.640 eV
LUMO level ... -0.49 eV
SMILES string ... [H]/P=N/PC
Relative energy (zero: lowest compared OMol25 entry of this formula, charge and spin) ... 17.6 kcal/mol
E ... -21183.678 eV

---

# 5
CH5NSSb as an isolated structure, computed with wB97M-V/def2-TZVPD.

```
9
Properties=species:S:1:pos:R:3:mulliken_charge:R:1
S 3.42 0.57 -0.46 -0.4676
C 2.12 -0.14 0.19 0.3465
N 1.19 -0.65 0.72 -0.5837
Sb -0.91 -0.03 -0.02 -0.0183
H -0.22 1.47 -0.61 -0.0499
H -0.53 -0.80 -1.54 -0.0424
H -1.44 -1.57 0.62 -0.0444
H -1.16 0.73 1.55 -0.0427
H -2.53 0.40 -0.55 -0.0975
```

Total charge ... -1
HOMO ... -4.240 eV
LUMO level ... 3.56 eV
E ... -19978.426 eV

---

# 6
One molecule with the formula CH5NSi2, computed with wB97M-V/def2-TZVPD.

```
9
Properties=species:S:1:pos:R:3:mulliken_charge:R:1
N -3.03 0.47 -0.11 -0.3670
C -1.95 0.07 -0.16 0.1541
Si -0.31 -0.84 0.06 0.2480
Si 1.35 0.77 -0.06 0.2233
H -0.50 -1.58 1.33 -0.0538
H -0.55 -2.17 -0.91 -0.0449
H 0.70 1.69 1.02 -0.0336
H 2.71 0.23 0.29 -0.0795
H 1.58 1.36 -1.46 -0.0466
```

HOMO ... -11.125 eV
LUMO level ... 0.47 eV
SMILES string ... N#C[SiH2][SiH3]
Relative energy (zero: lowest compared OMol25 entry of this formula, charge and spin) ... 2.7 kcal/mol
E ... -18361.592 eV

---

# 7
One molecule with the formula CH5NSi2, computed with wB97M-V/def2-TZVPD.

```
9
Properties=species:S:1:pos:R:3:mulliken_charge:R:1
N -1.68 2.42 1.29 -0.2614
C -1.21 1.79 0.03 0.0192
Si -0.69 0.18 -0.71 0.2954
Si 1.01 -0.81 0.53 0.3698
H -2.02 -0.40 -0.99 -0.0599
H 0.25 0.30 -1.99 -0.0441
H 1.09 -2.08 -0.25 -0.1015
H 2.32 -0.31 0.21 -0.0912
H 0.92 -1.09 1.88 -0.1264
```

HOMO (alpha / beta) ... -10.351 / -10.077 eV
LUMO level (alpha / beta) ... -0.76 / -0.54 eV
SMILES string ... N#C[SiH2][SiH3]
Relative energy (zero: lowest compared OMol25 entry of this formula, charge and spin) ... 90.1 kcal/mol
E ... -18357.801 eV

---

# 8
One molecule with the formula CH5NSi2, computed with wB97M-V/def2-TZVPD.

```
9
Properties=species:S:1:pos:R:3:mulliken_charge:R:1
N 2.25 2.06 -0.27 -0.3733
C 1.27 1.54 -0.59 0.1886
Si -0.30 0.61 -0.73 0.2743
Si -0.27 -1.30 0.61 0.2890
H -1.18 1.34 0.20 -0.0434
H -0.53 0.45 -2.15 -0.0835
H -1.74 -0.91 1.06 -0.0728
H -0.13 -2.63 0.11 -0.1017
H 0.62 -1.16 1.75 -0.0772
```

HOMO ... -10.489 eV
LUMO level ... 0.53 eV
SMILES string ... N#C[SiH2][SiH3]
Relative energy (zero: lowest compared OMol25 entry of this formula, charge and spin) ... 0.3 kcal/mol
E ... -18361.695 eV

---

# 9
One molecule with the formula CH5NSi2, computed with wB97M-V/def2-TZVPD.

```
9
Properties=species:S:1:pos:R:3:mulliken_charge:R:1
N -2.80 -1.45 2.63 -0.2345
C -1.56 -1.44 1.74 0.0029
Si -0.46 -1.37 0.19 0.3108
Si 0.03 0.94 0.15 0.4001
H 0.88 -2.00 0.39 -0.0735
H -1.13 -2.10 -0.87 -0.0879
H 0.18 1.51 -1.13 -0.1188
H -1.00 1.39 0.95 -0.1000
H 1.12 1.05 1.02 -0.0990
```

HOMO (alpha / beta) ... -10.066 / -10.074 eV
LUMO level (alpha / beta) ... -0.47 / -0.47 eV
SMILES string ... N#C[SiH2][SiH3]
Relative energy (zero: lowest compared OMol25 entry of this formula, charge and spin) ... 99.5 kcal/mol
E ... -18357.394 eV

---

# 10
A 2-piece molecular cluster, CH5O overall, computed with wB97M-V/def2-TZVPD.

```
7
Properties=species:S:1:pos:R:3:mulliken_spin:R:1
H -0.65 0.00 -0.05 -0.0281
C -1.85 -0.01 -0.02 0.0546
H -2.22 1.00 -0.22 0.0005
H -2.23 -0.71 -0.78 0.0006
H -2.18 -0.34 0.98 0.0007
O 1.38 0.03 -0.11 0.9936
H 1.72 -0.87 0.00 -0.0219
```

HOMO (alpha / beta) ... -12.402 / -11.787 eV
LUMO level (alpha / beta) ... 1.02 / -2.14 eV
Multiplicity ... 2
Relative energy (zero: lowest compared OMol25 entry of this formula, charge and spin) ... 15.7 kcal/mol
E ... -3162.709 eV

---

# 11
A 2-piece molecular cluster, CH5O3 overall, computed with wB97M-V/def2-TZVPD.

```
9
Properties=species:S:1:pos:R:3:mulliken_charge:R:1
O -0.58 -1.79 -0.54 -0.5867
H -1.43 -2.20 -0.91 0.3974
H 0.17 -2.22 -0.95 0.3843
H -0.26 -0.51 -0.50 0.5305
O 0.18 0.58 -0.77 -0.4189
C 0.30 1.03 0.44 0.3119
O 0.63 2.29 0.52 -0.3348
H -0.03 0.28 1.31 0.2926
H 1.02 2.54 1.41 0.4235
```

Total charge ... +1
HOMO ... -17.976 eV
LUMO level ... -4.78 eV
Relative energy (zero: lowest compared OMol25 entry of this formula, charge and spin) ... 17.7 kcal/mol
E ... -7252.471 eV

---

# 12
A 2-piece molecular cluster, CH5O3PS overall, computed with wB97M-V/def2-TZVPD.

```
11
Properties=species:S:1:pos:R:3:mulliken_charge:R:1
O 0.56 -0.95 -1.11 -0.5855
P 1.24 -0.24 0.01 0.8366
O 1.42 -1.02 1.36 -0.4522
O 2.77 0.03 -0.45 -0.4855
H 0.50 0.86 0.49 0.0157
H 1.39 -1.94 1.21 0.3421
H 2.68 0.05 -1.43 0.3417
C -2.76 0.93 -0.01 -0.3973
S -1.78 -0.37 -0.05 -0.1423
H -3.51 0.89 -0.72 0.2866
H -2.52 1.78 0.68 0.2400
```

HOMO ... -8.748 eV
LUMO level ... -0.09 eV
SMILES string ... O=[PH](O)O.C=S
Relative energy (zero: lowest compared OMol25 entry of this formula, charge and spin) ... 41.8 kcal/mol
E ... -27385.192 eV

---

# 13
A 3-piece molecular cluster, CH5O4 overall, computed with wB97M-V/def2-TZVPD.

```
10
Properties=species:S:1:pos:R:3:mulliken_charge:R:1
O -1.00 1.08 0.54 -0.6892
C -0.67 0.14 1.30 -0.0021
O 0.43 -0.44 1.37 -0.7277
H -1.49 -0.21 1.99 0.3746
H 1.62 0.17 0.16 0.4421
H 0.90 1.18 -0.66 0.3319
O 1.75 0.71 -0.65 -0.7314
H 0.24 -0.80 -1.13 0.3537
H -1.25 -0.60 -1.40 0.3278
O -0.53 -1.23 -1.53 -0.6797
```

Total charge ... -1
HOMO ... -4.914 eV
LUMO level ... 4.43 eV
Relative energy (zero: lowest compared OMol25 entry of this formula, charge and spin) ... 3.3 kcal/mol
E ... -9310.360 eV

---

# 14
An isolated ion of composition CH5O4P2 and charge -1, computed with wB97M-V/def2-TZVPD.

```
12
Properties=species:S:1:pos:R:3:mulliken_charge:R:1
C 1.46 -0.04 -0.84 -1.0974
P 0.30 0.22 0.57 0.7381
O 0.68 1.42 1.38 -0.7037
O 0.73 -1.32 1.48 -0.6387
P -1.64 0.24 -0.70 0.1443
O -2.42 -0.98 -0.97 -0.5576
O -2.41 0.95 0.68 -0.5129
H 1.34 -1.04 -1.33 0.2810
H 1.16 0.63 -1.54 0.4317
H 2.55 0.21 -0.73 0.3183
H 0.17 -1.96 1.08 0.3113
H -1.92 1.67 0.90 0.2856
```

Total charge ... -1
HOMO ... -3.489 eV
LUMO level ... 3.97 eV
SMILES string ... C[P@]([O-])(O)=P(=O)O
Relative energy (zero: lowest compared OMol25 entry of this formula, charge and spin) ... 21.0 kcal/mol
E ... -27888.911 eV

---

# 15
One molecule with the formula CH5OPS, computed with wB97M-V/def2-TZVPD.

```
9
Properties=species:S:1:pos:R:3:mulliken_charge:R:1
C -0.64 0.72 -0.31 -1.0116
P 0.71 -0.19 0.47 0.4903
O 0.42 -1.66 -0.04 -0.4460
S 2.41 0.50 -0.10 -0.3860
H -0.83 1.74 0.11 0.3036
H -0.32 0.79 -1.32 0.3492
H -1.51 0.05 -0.40 0.3417
H 0.24 -0.36 1.84 0.0777
H -0.49 -1.60 -0.26 0.2812
```

HOMO ... -8.992 eV
LUMO level ... 0.66 eV
SMILES string ... C[P@@H](O)=S
Relative energy (zero: lowest compared OMol25 entry of this formula, charge and spin) ... 1.3 kcal/mol
E ... -23290.183 eV

---

# 16
A 2-piece molecular cluster, CH5P overall, computed with wB97M-V/def2-TZVPD.

```
7
Properties=species:S:1:pos:R:3:mulliken_charge:R:1
C 1.66 0.34 -0.23 -0.9557
P -1.78 0.04 -0.11 -0.0448
H 1.90 0.71 0.69 0.3185
H 1.13 0.73 -1.07 0.3446
H 1.38 -0.68 -0.22 0.2807
H -2.90 0.10 0.60 0.0241
H -1.39 -1.23 0.34 0.0326
```

HOMO (alpha / beta) ... -9.002 / -9.041 eV
LUMO level (alpha / beta) ... -1.26 / 0.07 eV
Relative energy (zero: lowest compared OMol25 entry of this formula, charge and spin) ... 81.3 kcal/mol
E ... -10402.474 eV

---

# 17
A 2-piece molecular cluster, CH5PS overall, computed with wB97M-V/def2-TZVPD.

```
8
Properties=species:S:1:pos:R:3:mulliken_charge:R:1
C -0.90 -0.16 -1.00 -0.6179
P 1.26 0.27 0.89 -0.0423
S -0.86 0.22 0.65 -0.0264
H -1.97 -0.42 -1.33 0.2397
H 0.43 -1.81 -0.95 0.0622
H -0.56 0.55 -1.81 0.2662
H 1.46 1.50 1.35 0.0622
H 1.16 -0.16 2.21 0.0563
```

HOMO (alpha / beta) ... -8.915 / -8.258 eV
LUMO level (alpha / beta) ... -0.31 / -0.25 eV
Relative energy (zero: lowest compared OMol25 entry of this formula, charge and spin) ... 99.2 kcal/mol
E ... -21237.519 eV

---

# 18
A 2-piece molecular cluster, CH5PS overall, computed with wB97M-V/def2-TZVPD.

```
8
Properties=species:S:1:pos:R:3:mulliken_charge:R:1
C 1.44 1.74 -0.19 -0.2517
S 1.65 0.30 0.49 -0.2145
H 0.47 1.76 -0.75 0.2179
H 2.12 2.62 -0.05 0.2439
P -1.52 -1.04 0.29 -0.0895
H -0.88 -1.37 -0.76 0.0300
H -0.77 -1.95 0.86 0.0187
H -2.51 -2.05 0.13 0.0451
```

HOMO ... -8.889 eV
LUMO level ... -0.44 eV
SMILES string ... C=S.P
Relative energy (zero: lowest compared OMol25 entry of this formula, charge and spin) ... 52.7 kcal/mol
E ... -21239.534 eV

---

# 19
A 2-piece molecular cluster, CH5S2 overall, computed with wB97M-V/def2-TZVPD.

```
8
Properties=species:S:1:pos:R:3:mulliken_charge:R:1
C 0.80 0.49 -1.30 -0.6942
S -0.43 1.46 -0.41 -0.2527
H 0.53 -0.56 -1.19 0.2232
H 0.75 0.76 -2.36 0.2454
H 1.80 0.68 -0.93 0.2444
H -0.55 0.56 0.62 0.0989
S -0.01 -1.69 1.13 -0.8173
H -0.96 -2.04 2.01 -0.0476
```

Total charge ... -1
HOMO ... -2.899 eV
LUMO level ... 3.74 eV
Relative energy (zero: lowest compared OMol25 entry of this formula, charge and spin) ... 0.4 kcal/mol
E ... -22789.590 eV

---

# 20
A 2-piece molecular cluster, CH5S3 overall, computed with wB97M-V/def2-TZVPD.

```
9
Properties=species:S:1:pos:R:3:mulliken_charge:R:1
S 2.75 0.04 0.52 -0.7592
H 2.65 0.87 1.60 0.0066
C -1.30 0.56 -0.74 -0.7236
S -1.09 -1.23 -0.82 -0.1191
S -0.13 -1.77 0.91 -0.3205
H -0.47 1.01 -1.28 0.2582
H -2.26 0.78 -1.21 0.2729
H -1.30 0.87 0.30 0.2470
H 1.15 -1.11 0.72 0.1376
```

Total charge ... -1
HOMO ... -3.195 eV
LUMO level ... 3.40 eV
Relative energy (zero: lowest compared OMol25 entry of this formula, charge and spin) ... 3.9 kcal/mol
E ... -33625.136 eV